# 1
C7H12N3 | the ωB97M-V functional and the def2-TZVPD basis

Calculated values
HOMO level   -13.073 eV
Frontier orbital gap   10.05 eV
Multiplicity   1
Charge   +1
SMILES   CC1(c2c[nH]c(=[NH2+])[nH]2)CC1
Relative energy (zero: lowest compared OMol25 entry of this formula, charge and spin)   3.146 eV

Each line ends with the natural charge from an NBO analysis.
CARTESIAN COORDINATES (ANGSTROEM)
C1 -2.0198 0.9065 1.4487  -0.63
C2 -1.5183 0.0937 0.2131  0.06
C3 0.3159 -0.2440 0.1064  0.14
C4 0.9478 -1.4121 0.1676  -0.10
N1 2.3223 -1.1216 -0.0018  -0.51
C5 2.4424 0.2282 -0.0959  0.61
N2 3.6309 0.8308 0.0067  -0.76
N3 1.2550 0.7829 -0.1241  -0.51
C6 -2.2354 -1.0773 -0.4852  -0.44
C7 -2.0109 0.3019 -1.1115  -0.45
H1 -1.5622 1.8912 1.5261  0.22
H2 -1.9228 0.3796 2.4098  0.24
H3 -3.0984 1.0489 1.3767  0.24
H4 0.6329 -2.4347 0.1442  0.26
H5 3.0252 -1.7595 -0.0593  0.43
H6 4.3934 0.2541 -0.3534  0.42
H7 3.5568 1.8336 -0.3022  0.42
H8 1.0846 1.7043 -0.1614  0.43
H9 -3.3034 -1.4306 -0.3248  0.24
H10 -1.8004 -1.8246 -1.0606  0.22
H11 -1.3528 0.1599 -1.9615  0.22
H12 -2.7829 0.8889 -1.3576  0.23

# 2
C7H12N3 | the ωB97M-V functional and the def2-TZVPD basis

Calculated values
HOMO level   -13.695 eV
Frontier orbital gap   10.35 eV
Multiplicity   1
Charge   +1
SMILES   CC1([n+]2ccc[nH]2)CNC1
Relative energy (zero: lowest compared OMol25 entry of this formula, charge and spin)   3.752 eV

Each line ends with the natural charge from an NBO analysis.
CARTESIAN COORDINATES (ANGSTROEM)
C1 -1.3833 1.1783 1.1599  -0.62
C2 -0.3341 0.2294 0.6531  0.18
N1 0.1531 0.4371 -0.6711  -0.12
C3 -0.1639 1.2797 -1.6732  0.04
C4 0.7101 1.0158 -2.6888  -0.30
C5 1.4889 -0.0406 -2.2447  0.05
N2 1.2131 -0.2802 -0.9628  -0.30
C6 -1.0032 -1.4416 0.8557  -0.21
N3 0.4403 -1.6820 1.0297  -0.66
C7 0.6939 -0.3721 1.5506  -0.28
H1 -2.0735 1.2654 0.4094  0.22
H2 -0.9610 2.1708 1.3329  0.23
H3 -1.8727 0.7258 1.9951  0.24
H4 -1.0028 1.9063 -1.7049  0.26
H5 0.8809 1.5335 -3.5834  0.27
H6 2.3616 -0.6609 -2.7210  0.27
H7 1.3750 -1.0681 -0.3168  0.47
H8 -1.6616 -1.4930 1.7790  0.20
H9 -1.4500 -2.0044 0.0296  0.21
H10 0.6233 -2.5447 1.5770  0.40
H11 1.7119 -0.0041 1.6172  0.23
H12 0.2541 -0.1504 2.5774  0.21

# 3
C7H12N3 | the ωB97M-V functional and the def2-TZVPD basis

Calculated values
HOMO level (alpha / beta)   -13.276 / -13.566 eV
Frontier orbital gap (alpha / beta)   8.40 / 7.72 eV
Multiplicity   3
Charge   +1
Expectation value of S²   2.038
Relative energy (zero: lowest compared OMol25 entry of this formula, charge and spin)   0.000 eV

Each line ends with the natural charge from an NBO analysis.
CARTESIAN COORDINATES (ANGSTROEM)
C1 0.5088 -1.9684 -0.7711  0.40
C2 -2.6138 -0.7735 0.0064  0.26
C3 -2.1121 0.5082 -0.2953  -0.51
C4 -0.8221 0.6830 -0.6566  0.44
C5 -0.0322 1.7966 -1.0823  -0.79
C6 2.3916 -0.8239 1.1593  -0.63
C7 2.4290 -0.6036 -0.3484  -0.26
N1 -0.3533 -2.7370 -0.5955  -0.33
N2 -3.8401 -1.0103 0.3564  -0.63
N3 1.3021 -1.0299 -1.0643  -0.28
H1 -1.9367 -1.6241 -0.0849  0.26
H2 -2.7822 1.3691 -0.2507  0.24
H3 0.4319 1.5692 -2.0454  0.29
H4 0.7811 1.9829 -0.3768  0.27
H5 -0.6241 2.7155 -1.1824  0.26
H6 3.3349 -0.5225 1.6031  0.24
H7 1.5925 -0.2342 1.6057  0.21
H8 2.2137 -1.8715 1.3917  0.23
H9 3.2748 -1.1705 -0.7775  0.26
H10 2.6199 0.4450 -0.6096  0.21
H11 -4.1571 -1.9548 0.5409  0.44
H12 -4.5196 -0.2612 0.4465  0.42

relative energy (zero: lowest compared OMol25 entry of this formula, charge and spin) of number 1 (C7H12N3)?
3.146 eV